{
  "formula": "C8H16N2O2",
  "method": "the ωB97M-V functional and the def2-TZVPD basis",
  "de_lowest_kj_mol": 206.7,
  "total_energy_ev": -15622.283,
  "orbital_gap_ha": [0.209, 0.271],
  "s_squared": 2.03,
  "multiplicity": 3,
  "max_force_ev_per_a": 3.68,
  "total_charge": 0,
  "species": ["C", "C", "C", "C", "C", "C", "C", "C", "N", "N", "O", "O", "H", "H", "H", "H", "H", "H", "H", "H", "H", "H", "H", "H", "H", "H", "H", "H"],
  "positions_angstrom": [[-1.254966, -0.088228, 1.829040], [-0.776764, 1.223671, 1.281854], [0.365342, 1.087142, 0.219324], [-0.594432, -1.165391, -0.196559], [-1.575437, -0.754570, -1.225543], [0.094451, -2.410460, -0.544666], [0.994089, 1.593645, -2.051992], [2.139700, 0.309598, 1.690433], [-1.180411, -1.192700, 1.141584], [0.132537, 1.765074, -0.919475], [-1.417901, -2.292258, 1.793167], [1.705926, 0.942094, 0.511886], [-1.618064, -0.018798, 2.899784], [-1.438966, 1.792838, 0.673553], [-0.492941, 2.142260, 1.954298], [-2.307103, -1.542889, -1.330600], [-1.055861, -0.742483, -2.234790], [-2.270853, 0.238699, -1.084635], [-0.654150, -3.119900, -0.818542], [0.889160, -2.776189, 0.132788], [0.502375, -2.196371, -1.601361], [1.112549, 0.492951, -2.343771], [0.472072, 1.986265, -2.909951], [1.884899, 2.204444, -2.042477], [3.177967, 0.477531, 1.752512], [2.145995, -0.782824, 1.770405], [1.822083, 0.708385, 2.617889], [-0.801295, 2.118465, -0.964158]],
  "atomic_forces_ev_per_a": [[-0.34, 2.56, 1.24], [3.11, 1.58, -1.15], [-0.56, -0.17, 3.00], [-2.42, -1.73, 1.40], [-0.97, 2.65, -1.65], [1.82, 0.82, -2.18], [-1.18, -0.89, -1.47], [0.65, -0.73, -0.14], [0.87, 0.35, 1.92], [0.77, 0.51, -0.32], [0.20, -0.33, -1.39], [-0.11, 0.07, 0.16], [0.37, -1.05, -1.61], [-1.75, -0.03, -0.36], [-0.30, -2.30, 0.00], [-0.40, -0.50, 0.13], [-0.65, 0.44, 1.05], [2.12, -2.30, -0.10], [-0.53, -1.18, 0.48], [-0.74, 0.15, -0.34], [0.14, -0.31, 1.53], [0.49, 1.31, 0.75], [-0.44, 0.26, -0.42], [0.64, -0.47, 0.50], [1.49, 0.59, -0.35], [-1.05, -0.13, -0.62], [-1.25, 0.64, 0.77], [0.02, 0.16, -0.84]]
}

***

{
  "formula": "C19H16ClN7O2S2",
  "method": "the ωB97M-V functional and the def2-TZVPD basis",
  "de_lowest_kj_mol": 0.0,
  "total_energy_ev": -68678.701,
  "orbital_gap_ha": 0.291,
  "smiles": "O=S(=O)(c1ccc(/N=C/c2ccc(Cl)cc2)cc1)N(CCc1nnn[nH]1)c1nccs1",
  "max_force_ev_per_a": 4.72,
  "total_charge": 0,
  "species": ["O", "S", "O", "C", "C", "C", "C", "N", "C", "C", "C", "C", "C", "Cl", "C", "C", "C", "C", "N", "C", "C", "C", "N", "N", "N", "N", "C", "N", "C", "C", "S", "H", "H", "H", "H", "H", "H", "H", "H", "H", "H", "H", "H", "H", "H", "H", "H"],
  "positions_angstrom": [[0.025226, 0.999826, 3.766691], [0.024505, -0.310895, 3.060189], [0.550856, -1.424513, 3.871867], [0.919749, -0.120071, 1.494307], [0.921626, 1.086162, 0.831144], [1.610296, 1.259718, -0.365414], [2.294129, 0.201301, -0.944554], [3.044592, 0.274737, -2.091415], [2.594043, 1.065470, -3.076886], [3.400254, 1.341556, -4.290246], [2.797788, 2.116956, -5.299248], [3.505630, 2.440828, -6.468838], [4.826119, 1.984193, -6.587556], [5.782210, 2.296813, -8.004422], [5.428692, 1.201303, -5.585694], [4.720150, 0.883377, -4.419349], [2.345705, -1.007442, -0.247686], [1.669502, -1.185721, 0.936700], [-1.606574, -0.647518, 2.594011], [-2.538325, 0.445605, 2.501611], [-3.281941, 0.613864, 3.842079], [-4.782222, 0.411029, 3.715814], [-5.697152, 1.229366, 4.070668], [-6.924856, 0.646505, 3.858930], [-6.757233, -0.541890, 3.439730], [-5.430330, -0.663722, 3.193773], [-1.951663, -1.968808, 2.337923], [-3.211895, -2.269786, 2.160291], [-3.394711, -3.631905, 1.956480], [-2.240389, -4.342619, 1.929223], [-0.857761, -3.341266, 2.187113], [0.406463, 1.917370, 1.317299], [1.634730, 2.204063, -0.890699], [1.636500, 1.583242, -2.982550], [1.788978, 2.482714, -5.241088], [3.043161, 3.054995, -7.232663], [6.473419, 0.888944, -5.626848], [5.202923, 0.361105, -3.594507], [2.960506, -1.789410, -0.669597], [1.821355, -2.081345, 1.557895], [-1.978029, 1.368007, 2.321842], [-3.256154, 0.299449, 1.696309], [-3.118306, 1.651905, 4.227697], [-2.847326, -0.080926, 4.585786], [-4.977685, -1.433237, 2.675688], [-4.354182, -4.092384, 1.812271], [-2.222373, -5.376945, 1.675926]],
  "atomic_forces_ev_per_a": [[-0.59, -2.46, -2.20], [0.92, 1.48, 2.75], [-1.13, 1.38, -2.34], [0.44, -1.21, -0.15], [-0.52, 0.96, 0.41], [-0.30, 0.05, -0.10], [-0.37, -0.46, 1.09], [-0.78, 2.58, -3.87], [1.90, -1.91, 2.34], [-0.82, 0.01, 0.37], [1.24, -0.25, -0.72], [0.49, -0.38, 0.70], [-0.05, -0.57, 0.40], [-0.26, 0.19, 0.05], [-0.35, 0.13, 0.83], [-0.08, 0.69, -0.74], [-0.06, -0.30, 0.10], [-0.19, -0.03, 1.42], [2.80, -0.82, -0.05], [-0.40, 0.62, 0.73], [-0.71, 0.71, 0.32], [0.42, -1.08, -0.99], [-1.40, 2.02, 1.00], [0.93, -0.12, 1.02], [0.68, 0.24, -1.78], [0.70, -1.05, 0.60], [-0.93, -0.37, -0.24], [-0.16, -0.30, 0.24], [1.57, 0.41, -0.03], [-0.70, 0.48, -0.27], [-0.70, 0.32, 0.18], [0.17, -0.06, -0.33], [-0.11, 0.23, 0.33], [-0.05, -0.14, -0.10], [-0.30, -0.04, 0.37], [0.15, -0.13, -0.01], [-0.35, 0.16, -0.41], [-0.23, -0.01, -0.28], [0.00, -0.12, 0.09], [-0.24, 0.29, -0.58], [-0.01, -0.32, -0.17], [0.28, -0.22, -0.17], [-0.29, -0.93, -0.23], [-0.37, 0.31, -0.35], [-0.39, 0.24, 0.64], [-0.33, 0.29, 0.00], [0.50, -0.52, 0.12]]
}

***

{
  "formula": "C5H7NO",
  "method": "the ωB97M-V functional and the def2-TZVPD basis",
  "de_lowest_kj_mol": 323.5,
  "total_energy_ev": -8832.850,
  "orbital_gap_ha": 0.369,
  "smiles": "OCC#C[C@H]1CN1",
  "max_force_ev_per_a": 0.49,
  "total_charge": 0,
  "species": ["O", "C", "C", "C", "C", "C", "N", "H", "H", "H", "H", "H", "H", "H"],
  "positions_angstrom": [[2.630386, -1.712073, 0.006956], [2.555563, -0.301568, -0.053093], [1.175569, 0.199131, 0.061604], [0.028528, 0.557450, 0.173963], [-1.355369, 0.961112, 0.316330], [-2.412218, -0.068724, 0.132030], [-2.138731, 0.471052, 1.456268], [2.191009, -1.988201, 0.821617], [3.181285, 0.167712, 0.721412], [2.972594, -0.015028, -1.023595], [-1.572640, 1.991994, 0.045301], [-2.079533, -1.076185, -0.110239], [-3.369906, 0.218700, -0.293487], [-1.578569, -0.180742, 1.999267]],
  "atomic_forces_ev_per_a": [[-0.08, -0.13, 0.24], [0.03, 0.36, -0.09], [-0.46, 0.12, 0.05], [0.47, -0.13, -0.02], [0.09, 0.10, -0.13], [-0.14, -0.13, -0.23], [0.08, -0.07, 0.24], [0.09, -0.04, -0.16], [-0.12, -0.09, -0.12], [-0.08, -0.02, 0.14], [0.06, -0.18, 0.02], [-0.04, 0.18, 0.07], [0.15, -0.02, 0.06], [-0.05, 0.07, -0.07]]
}

***

{
  "formula": "C10H15O3P",
  "method": "the ωB97M-V functional and the def2-TZVPD basis",
  "de_lowest_kj_mol": 0.0,
  "total_energy_ev": -26040.987,
  "orbital_gap_ha": [0.313, 0.294],
  "s_squared": 2.02,
  "multiplicity": 3,
  "max_force_ev_per_a": 4.88,
  "total_charge": 0,
  "species": ["C", "C", "C", "C", "C", "C", "C", "C", "C", "C", "O", "O", "O", "P", "H", "H", "H", "H", "H", "H", "H", "H", "H", "H", "H", "H", "H", "H", "H"],
  "positions_angstrom": [[-1.411349, 1.732034, 0.261249], [-2.416910, -0.507583, 1.073253], [-1.894880, -1.138177, -0.228279], [0.556219, 1.828282, -1.274611], [-2.168658, 0.951798, 1.138232], [-0.684210, 1.039217, -0.910726], [-0.520355, -0.404582, -0.684166], [0.575939, -0.800626, 0.226057], [0.625361, -1.833212, 1.326308], [3.359014, -0.136182, -0.978940], [-1.418064, 2.953313, 0.151805], [2.650168, 0.449291, 1.705326], [1.566303, 1.771256, -0.273297], [2.101155, 0.352462, 0.376326], [-3.393488, -0.893997, 1.058453], [-2.025448, -0.858127, 2.049014], [-1.812137, -2.128756, -0.006529], [-2.648607, -0.953741, -1.141861], [1.077983, 1.331169, -2.098591], [0.413580, 2.830126, -1.328776], [-2.946735, 1.396155, 1.732977], [-1.547703, 1.073552, -1.545098], [-0.149969, -0.975025, -1.558154], [1.600270, -1.769630, 1.828762], [0.525572, -2.825375, 0.848574], [-0.339772, -1.845444, 1.807972], [3.526460, -1.213547, -0.772940], [2.724832, -0.067778, -1.973368], [4.075429, 0.643132, -0.808972]],
  "atomic_forces_ev_per_a": [[1.29, 0.25, -1.71], [1.87, 0.21, -0.89], [0.37, 4.39, -2.10], [1.24, -3.78, -0.02], [-2.57, -0.44, 0.76], [-0.87, 0.52, 1.48], [-0.19, -4.27, 0.84], [3.06, 2.05, 2.01], [-0.43, -0.62, -2.48], [-4.12, -0.58, 0.15], [-0.60, 0.50, 1.20], [0.78, 0.14, 1.71], [0.53, -0.98, 2.15], [-2.08, -0.55, -4.30], [-2.02, 0.62, 0.61], [0.32, -0.51, -0.61], [0.63, -2.97, -0.25], [1.34, -0.53, 2.23], [-0.69, 0.60, -0.87], [-0.89, 2.80, -1.02], [0.33, 0.98, 0.46], [0.06, 0.60, -1.64], [-0.66, 0.56, -0.69], [-0.94, -0.05, 0.58], [0.57, -0.10, -0.05], [0.25, 0.40, 1.37], [0.82, 0.87, -0.25], [1.64, 0.08, 1.81], [0.98, -0.20, -0.48]]
}

***

{
  "formula": "C9H21AgClN3O3",
  "method": "the ωB97M-V functional and the def2-TZVPD basis",
  "de_lowest_kj_mol": 95.4,
  "total_energy_ev": -36809.039,
  "orbital_gap_ha": 0.235,
  "max_force_ev_per_a": 1.69,
  "total_charge": 0,
  "species": ["Ag", "Cl", "C", "C", "O", "N", "C", "H", "H", "H", "H", "H", "H", "H", "C", "C", "O", "N", "C", "H", "H", "H", "H", "H", "H", "H", "C", "C", "O", "N", "C", "H", "H", "H", "H", "H", "H", "H"],
  "positions_angstrom": [[2.911749, 3.089199, 3.095598], [1.731275, 0.884280, 2.227015], [-2.708567, -2.482202, -2.393166], [-2.241980, -1.746242, -1.167059], [-3.056358, -1.208418, -0.427203], [-0.936838, -1.844158, -0.834664], [-0.430006, -1.477860, 0.473943], [-3.205720, -1.806449, -3.087172], [-3.376251, -3.296103, -2.119298], [-1.907770, -2.949910, -2.973847], [-0.315726, -2.317508, -1.466257], [-0.246781, -2.391494, 1.039834], [-1.027518, -0.786228, 1.057677], [0.495179, -0.911154, 0.350800], [-1.502557, 1.920754, 0.060103], [-2.667276, 2.207402, 0.966909], [-2.689507, 3.262712, 1.590884], [-3.598552, 1.248845, 1.153959], [-4.801782, 1.471978, 1.918829], [-1.391556, 2.719514, -0.669463], [-1.540536, 0.984292, -0.502434], [-0.603889, 1.814920, 0.671121], [-3.501171, 0.353276, 0.689420], [-4.844205, 2.467246, 2.348132], [-4.901235, 0.733477, 2.715093], [-5.661188, 1.384930, 1.247953], [5.474249, 1.182772, 0.301015], [4.948748, 0.201764, -0.717557], [5.575320, -0.067815, -1.726492], [3.774221, -0.386171, -0.396211], [3.199065, -1.425396, -1.210635], [4.972112, 1.104718, 1.265817], [5.240067, 2.173818, -0.101566], [6.553205, 1.098587, 0.379356], [3.258907, -0.015522, 0.391265], [3.929432, -2.180208, -1.489552], [2.634169, -1.080817, -2.080070], [2.459271, -1.930827, -0.582077]],
  "atomic_forces_ev_per_a": [[-0.80, -1.37, -0.57], [0.85, 1.31, 0.46], [0.57, -0.10, -0.92], [-0.40, -0.65, 0.69], [-0.04, 0.21, -0.16], [-0.45, 0.40, -0.11], [0.97, 0.19, -0.02], [-0.26, 0.04, 0.22], [-0.20, 0.23, 0.21], [0.17, 0.12, 0.20], [0.01, -0.03, 0.03], [0.08, 0.16, 0.24], [-0.68, -0.29, -0.34], [0.18, -0.32, 0.01], [0.31, -0.82, -0.45], [0.19, 0.21, 0.85], [-0.15, 0.19, -0.28], [0.13, -0.12, -0.26], [-0.43, -0.17, -0.18], [0.09, 0.20, 0.21], [-0.47, 0.02, 0.06], [0.02, 0.43, 0.04], [0.09, 0.18, -0.17], [0.39, 0.04, -0.01], [-0.01, 0.02, 0.03], [-0.08, -0.11, 0.13], [-0.46, 0.65, -0.23], [0.26, -0.44, 0.16], [-0.02, -0.03, -0.12], [0.13, 0.27, -0.11], [-0.90, -0.43, 0.56], [0.14, -0.16, 0.05], [0.18, 0.06, 0.07], [0.00, -0.09, 0.07], [-0.08, -0.19, 0.00], [0.18, 0.23, -0.19], [0.39, 0.22, -0.17], [0.08, -0.06, 0.00]]
}

***

{
  "formula": "C6H13N",
  "method": "the ωB97M-V functional and the def2-TZVPD basis",
  "de_lowest_kj_mol": 508.2,
  "total_energy_ev": -7917.566,
  "orbital_gap_ha": 0.321,
  "max_force_ev_per_a": 0.62,
  "total_charge": 0,
  "species": ["C", "C", "C", "N", "C", "C", "C", "H", "H", "H", "H", "H", "H", "H", "H", "H", "H", "H", "H", "H"],
  "positions_angstrom": [[-1.508858, -2.638648, 1.090602], [-0.624620, -0.666152, -1.032650], [0.780433, -0.907402, -0.585648], [0.661261, 0.516874, -0.830285], [1.768811, 1.471182, -0.700353], [0.624140, 1.456991, 0.258979], [-0.497957, 2.458608, 0.232719], [-0.788346, -2.560537, 1.910290], [-1.200813, -3.442957, 0.414393], [-2.503059, -2.853597, 1.486643], [-0.685803, -1.022622, -2.074191], [-1.537198, -1.694960, 0.533427], [1.500151, -1.359782, -1.277210], [0.978624, -1.179221, 0.455778], [1.864037, 2.260356, -1.441025], [2.709825, 1.046317, -0.349562], [0.830355, 1.017946, 1.236098], [-0.312942, 3.285460, 0.926434], [-0.635480, 2.864036, -0.774077], [-1.422561, 1.948108, 0.519638]],
  "atomic_forces_ev_per_a": [[-0.04, -0.05, 0.05], [0.16, 0.05, -0.25], [0.18, -0.14, 0.22], [-0.09, -0.13, 0.03], [0.16, 0.10, -0.15], [-0.11, -0.01, 0.18], [0.01, 0.02, -0.04], [-0.14, -0.07, -0.07], [-0.06, 0.08, 0.14], [0.12, -0.06, 0.02], [0.17, 0.57, -0.19], [-0.06, -0.24, 0.20], [-0.06, 0.00, 0.18], [-0.05, 0.01, -0.03], [-0.16, -0.15, 0.03], [-0.19, 0.03, -0.18], [0.01, 0.07, -0.13], [0.00, -0.14, -0.10], [0.05, -0.06, 0.12], [0.10, 0.10, -0.04]]
}

***

{
  "formula": "C6H6N2O2",
  "method": "the ωB97M-V functional and the def2-TZVPD basis",
  "de_lowest_kj_mol": 66.5,
  "total_energy_ev": -13393.938,
  "orbital_gap_ha": 0.360,
  "smiles": "COC(=O)c1cnccn1",
  "max_force_ev_per_a": 2.60,
  "total_charge": 0,
  "species": ["C", "O", "C", "O", "C", "C", "N", "C", "C", "N", "H", "H", "H", "H", "H", "H"],
  "positions_angstrom": [[0.336862, -0.701609, -3.137374], [0.383414, -0.061961, -1.841008], [-0.241961, -0.689508, -0.879009], [-0.992433, -1.608486, -1.073928], [-0.125119, -0.047576, 0.494752], [-0.775123, -0.609551, 1.595552], [-0.719904, -0.069624, 2.780435], [0.033483, 1.049468, 2.864714], [0.675741, 1.599434, 1.795629], [0.579110, 1.058894, 0.604246], [0.806577, -1.666609, -3.114683], [-0.682969, -0.741975, -3.530256], [0.841747, -0.029268, -3.794918], [-1.365819, -1.521834, 1.437312], [0.059277, 1.462906, 3.900598], [1.187115, 2.577300, 1.897937]],
  "atomic_forces_ev_per_a": [[-0.85, 0.76, 0.11], [1.00, 0.23, -0.64], [-1.36, 0.31, 0.70], [-0.02, -0.81, 0.19], [0.41, -0.12, -0.52], [-0.52, -1.09, -1.28], [0.63, 0.86, 0.53], [-0.99, -0.70, 2.31], [0.21, 1.54, 0.40], [0.37, -0.06, -1.04], [0.08, -0.43, 0.08], [0.01, -0.36, 0.44], [0.71, 0.35, -0.25], [0.22, 0.40, 0.21], [0.21, -0.05, -1.09], [-0.11, -0.82, -0.14]]
}